{"formula": "C25H27N3O7", "method": "wB97M-V/def2-TZVPD", "e_above_lowest_kj_mol": 143.2, "homo_energy_ev": -7.94, "energy_ev": -45167.73765, "spin_multiplicity": 1, "charge": 0, "smiles": "CCOC(=O)N1CCC(N2C(=O)c3ccc(C(=O)Nc4ccc(OC)c(OC)c4)cc3C2=O)CC1", "species": ["C", "C", "O", "C", "O", "N", "C", "C", "C", "N", "C", "O", "C", "C", "C", "C", "C", "O", "N", "C", "C", "C", "C", "O", "C", "C", "O", "C", "C", "C", "C", "C", "O", "C", "C", "H", "H", "H", "H", "H", "H", "H", "H", "H", "H", "H", "H", "H", "H", "H", "H", "H", "H", "H", "H", "H", "H", "H", "H", "H", "H", "H"], "positions_angstrom": [[4.38573, 8.50734, 0.47904], [3.29749, 7.51649, 0.09125], [3.14705, 6.48872, 1.06800], [4.03688, 5.47179, 0.99075], [4.88346, 5.37920, 0.13298], [3.88916, 4.58597, 2.00490], [2.80676, 4.61108, 2.95999], [1.83970, 3.45429, 2.69925], [2.61225, 2.13418, 2.74058], [1.73085, 0.99864, 2.52499], [1.58137, -0.00940, 3.47307], [2.14350, -0.03884, 4.53720], [0.62201, -0.97266, 2.88352], [0.09334, -2.14655, 3.38058], [-0.80612, -2.83615, 2.57789], [-1.16048, -2.37711, 1.31038], [-2.15676, -3.20000, 0.54443], [-2.99435, -3.86269, 1.11903], [-1.99804, -3.12991, -0.80406], [-2.73973, -3.75939, -1.81130], [-2.34401, -3.56857, -3.12943], [-3.05230, -4.16478, -4.15511], [-4.16365, -4.96259, -3.91153], [-4.88544, -5.56409, -4.91450], [-4.48832, -5.36490, -6.24724], [-4.56652, -5.16080, -2.57576], [-5.61662, -5.89909, -2.13079], [-6.45351, -6.61396, -3.01138], [-3.84625, -4.55344, -1.55137], [-0.63505, -1.17652, 0.82272], [0.25338, -0.49371, 1.62403], [0.97000, 0.78476, 1.38603], [0.92557, 1.50296, 0.41937], [3.74078, 2.16556, 1.70751], [4.65295, 3.35895, 1.99350], [4.18074, 8.92826, 1.46067], [5.34854, 8.00327, 0.50306], [4.42545, 9.30993, -0.25186], [3.53349, 7.05819, -0.87453], [2.32005, 8.00176, 0.04450], [2.29018, 5.56637, 2.88606], [3.23381, 4.51292, 3.96560], [1.38482, 3.57373, 1.71500], [1.05065, 3.45382, 3.45310], [3.03430, 1.98462, 3.74282], [0.36862, -2.50811, 4.35870], [-1.26015, -3.75257, 2.92429], [-1.21872, -2.58691, -1.14893], [-1.48582, -2.95523, -3.36217], [-2.72257, -3.99703, -5.16728], [-4.53526, -4.30836, -6.53072], [-5.20112, -5.92867, -6.84768], [-3.47959, -5.74875, -6.43169], [-6.97616, -5.95072, -3.70357], [-7.17928, -7.11041, -2.36724], [-5.89904, -7.36405, -3.57901], [-4.17578, -4.72151, -0.54064], [-0.92606, -0.76017, -0.13037], [3.31237, 2.26675, 0.70936], [4.31766, 1.24032, 1.74997], [5.41986, 3.45211, 1.22345], [5.13394, 3.23566, 2.97056]]}

{"formula": "C25H27N4O3S4Sb2W", "method": "wB97M-V/def2-TZVPD", "e_above_lowest_kj_mol": 219.2, "s_squared": 0.76, "homo_energy_ev": [-14.26, -14.24], "energy_ev": -96694.02825, "spin_multiplicity": 2, "charge": 2, "species": ["W", "N", "C", "C", "O", "N", "C", "C", "O", "O", "H", "H", "H", "H", "H", "H", "S", "Sb", "S", "S", "C", "C", "C", "C", "C", "C", "Sb", "C", "C", "C", "C", "C", "C", "C", "C", "C", "C", "C", "C", "H", "H", "H", "H", "H", "H", "H", "H", "H", "H", "H", "H", "H", "H", "H", "S", "C", "N", "C", "C", "N", "H", "H", "H", "H", "H", "H"], "positions_angstrom": [[0.34997, -2.10738, 0.57802], [1.86395, -0.89671, -0.67793], [3.24980, -1.26874, -0.29745], [3.15873, -1.77947, 1.12681], [3.94204, -2.51100, 1.65360], [2.00899, -1.19987, 1.73232], [1.88940, -1.58405, 3.15413], [0.64243, -2.36175, 2.86814], [0.76276, -3.42765, 2.13438], [-0.41887, -1.70148, 2.70854], [1.76806, 0.10042, -0.50223], [1.72211, -1.03984, -1.67007], [3.64775, -2.02947, -0.96455], [3.89883, -0.39473, -0.33468], [2.73909, -2.16471, 3.49796], [1.65979, -0.72623, 3.77999], [-0.30810, -6.16709, 1.43686], [-0.74075, -4.89977, -0.52237], [-1.81184, -2.92708, 0.50602], [1.42253, -3.78537, -0.68876], [-5.48448, 0.70479, 0.62653], [-4.85174, -0.14902, 1.52144], [-3.46787, -0.21306, 1.55864], [-2.71917, 0.58669, 0.69607], [-3.35121, 1.44269, -0.20058], [-4.73759, 1.49839, -0.23190], [-0.63070, 0.54182, 0.76952], [-0.02149, 1.34045, 2.61221], [1.27030, 1.84534, 2.74867], [1.69177, 2.34321, 3.97181], [0.82418, 2.33851, 5.05755], [-0.46466, 1.84297, 4.91952], [-0.89089, 1.34185, 3.69776], [0.07456, 2.01041, -0.57635], [0.13215, 3.30016, -0.04211], [0.50035, 4.37131, -0.84301], [0.82304, 4.16615, -2.17635], [0.76279, 2.88823, -2.71426], [0.38314, 1.81521, -1.92191], [-6.56480, 0.75343, 0.60286], [-5.43658, -0.76152, 2.19429], [-2.98677, -0.87939, 2.26693], [-2.77676, 2.07146, -0.87125], [-5.23113, 2.16564, -0.92544], [1.95645, 1.86022, 1.90906], [2.69295, 2.73939, 4.07630], [1.15230, 2.73077, 6.01074], [-1.14138, 1.84911, 5.76324], [-1.90182, 0.96367, 3.60386], [-0.11037, 3.48596, 0.99679], [0.53649, 5.36664, -0.42140], [1.11541, 5.00209, -2.79733], [1.00224, 2.72988, -3.75753], [0.30158, 0.83424, -2.36862], [-0.84506, -1.50935, -1.92540], [0.01203, -1.68164, -3.40820], [-0.51507, -1.21695, -4.53468], [0.29295, -1.53232, -5.71741], [1.48103, -2.30363, -5.10319], [1.18788, -2.25695, -3.65965], [-1.41065, -0.75691, -4.55617], [0.60983, -0.61826, -6.21528], [-0.27560, -2.13773, -6.42009], [2.43787, -1.83136, -5.31093], [1.51646, -3.33681, -5.44340], [1.61135, -2.87384, -2.98007]]}

{"formula": "C25H27N5O4P2PtSSe", "method": "wB97M-V/def2-TZVPD", "e_above_lowest_kj_mol": 289.5, "homo_energy_ev": -13.81, "energy_ev": -139996.39396, "spin_multiplicity": 1, "charge": 2, "species": ["Pt", "S", "N", "C", "C", "C", "C", "C", "N", "C", "C", "N", "C", "C", "C", "C", "C", "N", "H", "H", "H", "H", "H", "H", "C", "P", "C", "C", "C", "P", "C", "C", "H", "H", "H", "H", "H", "H", "H", "H", "H", "H", "H", "H", "H", "H", "H", "H", "N", "C", "C", "C", "C", "C", "C", "C", "H", "H", "H", "H", "H", "O", "Se", "O", "O", "O"], "positions_angstrom": [[-0.46217, -0.55324, -0.57415], [3.03740, -3.13381, 5.57436], [3.51852, -3.12364, 4.04002], [2.58459, -2.48648, 3.35229], [2.59460, -2.26677, 1.92112], [3.58815, -2.76042, 1.08087], [3.46011, -2.57763, -0.27706], [2.35502, -1.89576, -0.76028], [1.41595, -1.38732, 0.03272], [1.50979, -1.59391, 1.36312], [0.40897, -1.12063, 2.18962], [-0.60785, -0.48792, 1.56955], [-1.61693, -0.00732, 2.28967], [-1.68824, -0.15551, 3.66585], [-0.67758, -0.83384, 4.31437], [0.39721, -1.31948, 3.57102], [1.51383, -2.03359, 4.15341], [1.64974, -2.33240, 5.43553], [4.42253, -3.30266, 1.50589], [4.18981, -2.96572, -0.97258], [2.22855, -1.76536, -1.81711], [-2.39501, 0.52156, 1.75383], [-2.53161, 0.25309, 4.20351], [-0.69650, -0.99505, 5.38438], [-2.97888, 1.75522, -1.05568], [-2.64471, -0.01916, -1.13513], [-3.90352, -0.86074, -0.17294], [-2.87448, -0.50911, -2.86491], [-1.66327, -0.03858, -3.66343], [-0.13600, -0.63685, -2.87036], [0.19761, -2.28407, -3.59281], [1.16104, 0.48037, -3.45263], [-3.97258, 1.94683, -1.46388], [-2.24215, 2.30644, -1.63915], [-2.95116, 2.12070, -0.02807], [-4.87218, -0.64070, -0.62800], [-3.91540, -0.52705, 0.86241], [-3.70191, -1.92800, -0.20530], [-3.80217, -0.06850, -3.23519], [-2.95799, -1.59710, -2.89659], [-1.61575, 1.05267, -3.70816], [-1.68321, -0.40925, -4.69020], [0.45626, -2.10244, -4.64415], [-0.70921, -3.69700, -2.73375], [1.05788, -2.72595, -3.08474], [1.09429, 0.51390, -4.54231], [2.15598, 0.14045, -3.18109], [1.01267, 1.48283, -3.05606], [0.34364, 1.41322, -0.50863], [0.55005, 2.47652, -0.12151], [0.84150, 3.79213, 0.33536], [0.49522, 4.89010, -0.45917], [0.78356, 6.16104, -0.00119], [1.40680, 6.32995, 1.23027], [1.74957, 5.23462, 2.01514], [1.47087, 3.95537, 1.57394], [0.01665, 4.74439, -1.41861], [0.52687, 7.02158, -0.60285], [1.63079, 7.32830, 1.58147], [2.23752, 5.38136, 2.96844], [1.73695, 3.09223, 2.16959], [0.41610, -4.08901, -1.32842], [-0.69696, -4.00336, -0.12702], [-1.37044, -2.27759, -0.43850], [-0.93918, -3.06927, -3.46466], [0.09046, -3.81272, 1.27855]]}